Entry 1:
Molecular formula: C5H10O
Method: DFT, the ωB97M-V functional and the def2-TZVPD basis

Values from the calculation:
LUMO level = 1.158 eV
HOMO energy = -8.460 eV
Energy = -271.641161 Ha
HOMO-LUMO gap = 9.62 eV
Structure (SMILES) = COC1=CCC1.[H][H]

```
! RIJCOSX wB97M-V def2-TZVPD def2/J DEFGRID3
* xyz 0 1
C 0.5475 -0.4877 0.7621
O -0.8155 1.3075 -0.3006
C 1.7282 -0.9197 -0.0854
H -2.3559 0.4529 0.8055
C 1.1749 0.0372 -1.1922
H -1.0748 -1.5004 -0.3356
C -1.7037 1.3414 0.8069
H -1.6813 -1.4989 -0.8172
C 0.1504 0.3973 -0.1679
H 1.8269 0.8629 -1.4925
H 1.8072 -1.9759 -0.3728
H 0.7916 -0.4643 -2.0922
H -2.2943 2.2508 0.6964
H -1.1311 1.3879 1.7424
H 2.6875 -0.5801 0.3174
H 0.2675 -0.6814 1.7898
*
```

Entry 2:
Molecular formula: C32H42Cl2I2N4O3PS4SbW
Method: DFT, the ωB97M-V functional and the def2-TZVPD basis

Values from the calculation:
LUMO level (alpha / beta) = -1.335 / -1.690 eV
HOMO energy (alpha / beta) = -7.205 / -7.162 eV
Energy = -5446.679119 Ha
HOMO-LUMO gap (alpha / beta) = 5.87 / 5.47 eV

```
! RIJCOSX wB97M-V def2-TZVPD def2/J DEFGRID3
* xyz 0 3
C 0.3810 -0.1101 4.0884
C 2.6188 -2.7791 1.7188
H 3.7938 -1.0239 -1.0127
H 3.8910 -4.4974 1.3156
H 0.4943 2.8604 -1.7803
H -5.6060 5.8568 0.6317
C 0.5328 -1.8035 5.7482
C -2.5360 2.7717 -2.2703
C 3.1136 1.9692 -4.6217
H -4.1135 4.1050 1.6070
O -0.3923 -0.3853 1.2523
S 1.6818 3.3203 3.7143
H 4.2854 -0.8838 -3.2494
S -1.5698 2.0962 2.1231
H 1.4508 -2.7258 -1.0017
H 1.5935 -5.1908 0.7767
H -5.6487 6.1783 -1.8215
Cl -3.4361 0.2566 0.4184
H -0.2738 0.5437 3.5202
C 4.4591 0.1617 -5.7427
H -3.6649 -3.9575 1.6756
O 0.5210 1.1658 -0.7281
H -3.2564 3.9117 -5.3833
C 2.9378 0.4532 -2.2870
C -4.1029 4.6910 -3.5957
H 5.1903 -0.5852 -5.4377
H -1.5190 -1.7010 -0.8166
H 3.7429 -0.3209 -6.4119
H 1.6831 -2.9781 4.3273
H 0.7080 3.8387 -3.7860
C 3.6929 0.0178 -3.3552
H 4.9640 0.9445 -6.3085
H 2.1276 -0.5959 -0.5830
H 0.0062 -2.4526 6.4458
C -2.5274 2.8812 -3.6473
C 3.0727 -0.2091 -0.9559
H 2.3026 -4.9522 -0.8343
C -0.9803 -4.2297 1.9899
C -4.1964 4.6178 -2.1901
H -1.1243 -4.7288 1.0260
I -1.3530 1.5223 -4.7152
H 1.5066 -1.5540 6.1714
C -3.3998 3.6469 -1.5277
H 0.0887 -3.5486 -0.2381
H -2.3569 -5.7098 2.8159
N 0.6163 -1.3882 3.3894
H 2.4632 -3.2462 2.6919
C 1.0507 1.9431 -1.6213
C -4.9951 5.2463 -0.0194
O -1.7651 1.8795 -1.6280
C -1.4974 -0.7498 -1.3464
C 2.3526 2.4513 -3.5797
C 1.1319 -3.2690 -0.1166
H 0.0241 -4.4684 2.3445
H -2.9814 -1.6442 1.8624
C -2.0762 -4.6672 2.9573
C 3.7363 0.7227 -4.5575
C 3.2582 -3.7975 0.7722
H 1.9836 4.3490 -2.6731
C -3.2011 -3.6849 2.6258
C 2.0535 -4.4616 0.1053
H 3.2436 2.5821 -5.5064
N 1.3264 -2.4373 1.0864
C 2.1291 1.6138 -2.4528
H -2.4137 -0.7072 -1.9305
H 2.2468 4.4102 -4.4251
P 0.0801 -1.7021 1.8637
H 1.3360 0.3957 4.2508
C -0.2259 -0.5176 5.4234
N -1.1809 -2.7730 1.8284
Cl -0.2172 -0.9496 -2.6273
C 0.7149 -2.4784 4.3827
H -1.7590 -4.5283 3.9940
H -1.2963 -0.7069 5.3137
W -1.1887 1.0689 -0.0629
H 3.2316 -1.8873 1.8580
H -0.0673 -3.2242 4.2146
H -0.0846 0.2614 6.1707
C -3.3008 3.8468 -4.3057
H 3.8644 -3.2945 0.0185
H -3.9728 -3.6323 3.3915
C 1.7877 3.8404 -3.6194
I -5.2265 6.1145 -4.6655
H -2.2607 -1.9246 3.4587
S -0.6684 3.3647 0.7764
C -4.1613 4.2627 0.5347
N -3.3870 3.4973 -0.1902
H 3.4442 0.5296 -0.2383
Sb 1.5582 2.2249 1.6562
S 2.9784 3.5903 0.4308
C -2.4520 -2.3685 2.4717
C -5.0149 5.4259 -1.3720
*
```

Entry 3:
Molecular formula: C24H40BFN3O8
Method: DFT, the ωB97M-V functional and the def2-TZVPD basis

Values from the calculation:
LUMO level = -4.929 eV
HOMO energy = -10.744 eV
Energy = -1828.832873 Ha
HOMO-LUMO gap = 5.82 eV

```
! RIJCOSX wB97M-V def2-TZVPD def2/J DEFGRID3
* xyz 1 1
H 0.3435 -2.0645 0.5591
C 1.3864 4.5708 6.1836
H -1.2577 -2.1916 -0.0809
H 6.3609 1.5686 3.9191
H 0.8131 5.2008 -1.9561
C 0.5748 -4.8523 0.7108
H 5.5205 -0.7382 5.1879
H -3.7703 -3.1639 -3.9754
H -4.1087 -1.3142 -6.8023
H 2.9987 -1.3031 5.2775
H 2.2603 -1.2305 1.4595
C -2.5245 1.2608 -4.3572
H -1.8973 1.8084 -3.6458
H 1.7474 5.3787 -0.2956
O 1.4981 -3.3077 -1.6704
N -0.6675 4.4129 2.0873
C 1.5139 2.6008 3.1863
C -4.1189 -2.1633 -3.6938
O -0.8020 3.0438 -0.9551
N 0.1986 3.7491 1.3455
O 0.6787 5.4223 6.7325
O -3.8799 1.2207 -3.9345
C -3.0387 -1.4335 -2.8825
O -0.5109 -3.9423 0.5730
H -0.3484 3.0382 6.2008
H -2.5099 1.8186 -5.3005
F 2.7765 4.7033 5.9161
C 1.5187 -4.4165 -2.5535
C 2.6718 1.6132 3.7226
C -0.5876 4.2598 3.4842
H -3.2330 1.8129 -2.0263
C 0.7355 5.2606 -0.8121
H 0.8789 -5.2123 -0.2677
H -0.2231 2.4735 -1.5098
H 2.5373 -5.2128 1.4686
O -1.8397 -1.0505 -3.5479
H -0.8925 0.0354 -4.9538
C -4.3731 -2.0767 -6.0649
O 2.4140 -3.2302 1.0784
C 0.6483 3.2166 5.6816
H 1.6336 -2.2531 2.7631
C -4.1201 1.8027 -2.6650
H -3.5658 -2.8127 -6.0307
C 1.2879 2.8838 1.6537
H -1.3387 4.8247 4.1483
H 2.2183 -5.1528 -2.1527
H -3.4532 -0.5805 -2.3526
C -0.2831 -2.6925 -0.0725
C 4.0859 2.1075 3.5077
C 1.7880 -4.4166 1.5450
C 4.7731 -0.0142 4.7187
B -0.0089 3.9507 -0.1755
H -5.3013 -2.5554 -6.3899
H 1.3035 2.2968 5.9300
C -1.9266 -0.1242 -4.6281
H 0.1511 -5.7315 1.2059
H 0.3406 -1.6535 -1.8336
O -4.5859 -1.4345 -4.8178
H 0.0847 6.1619 -0.5037
H 4.2804 3.0950 2.9719
H 1.8865 -4.0950 -3.5370
H 1.9607 2.4170 0.8439
H 0.5423 -4.8970 -2.6563
H -2.4118 -0.5993 -5.4782
C 5.2725 1.2652 4.0228
H -4.5022 2.8240 -2.7964
H -4.8910 1.2128 -2.1653
H 1.5122 -4.3405 2.6036
H -0.5222 -3.1521 -2.1767
H 3.3995 -2.1089 2.4930
C 3.2827 -0.3045 4.7717
C 0.5179 3.3633 4.0856
N 2.1579 0.4288 4.3123
H -2.7215 -2.1192 -2.0900
H -4.9824 -2.3021 -3.0331
C 2.4194 -2.1634 2.0083
C 0.2237 -2.6967 -1.5190
*
```